This record from OMol25 describes C57H42ClN5O5P2PbSi as an isolated structure. The level of theory is ωB97M-V/def2-TZVPD.

```
114
Properties=species:S:1:pos:R:3:lowdin_charge:R:1
Pb -0.857 0.479 -0.982 1.3293
C 1.026 3.562 -0.644 -0.1648
Si 1.102 1.871 0.063 0.5677
C 2.705 0.984 -0.339 -0.3002
C 3.812 1.536 0.320 -0.0967
C 5.075 0.980 0.207 -0.0694
C 5.258 -0.152 -0.578 -0.0663
C 4.181 -0.706 -1.248 -0.0854
C 2.905 -0.152 -1.135 -0.3737
P 1.531 -0.837 -2.134 1.0555
C 2.157 -0.463 -3.809 -0.3382
C 2.991 -1.329 -4.514 -0.0956
C 3.530 -0.939 -5.732 -0.0754
C 3.240 0.314 -6.254 -0.0761
C 2.405 1.178 -5.559 -0.0603
C 1.865 0.791 -4.342 -0.0801
C 1.666 -2.644 -1.971 -0.3832
C 1.087 -3.445 -2.959 -0.1243
C 1.037 -4.822 -2.805 -0.0728
C 1.546 -5.414 -1.655 -0.0760
C 2.111 -4.624 -0.663 -0.0670
C 2.171 -3.244 -0.820 -0.0994
C 0.856 1.707 1.881 -0.2269
C 0.227 2.778 2.795 -0.1846
C 1.125 2.976 3.994 0.0007
C 1.354 1.841 4.638 -0.0183
C 0.658 0.661 4.032 -0.1542
C 0.950 0.538 2.513 -0.2934
P 0.757 -1.036 1.603 1.1476
C -0.939 -1.711 2.007 -0.2652
C -1.138 -2.995 1.709 -0.0905
C -2.310 -3.842 1.760 -0.0717
C -3.570 -3.463 1.979 -0.0751
C -4.051 -2.110 2.158 -0.0479
C -3.401 -0.957 2.247 -0.0077
C 1.913 -2.089 2.562 -0.3582
C 1.578 -3.082 3.477 -0.0810
C 2.579 -3.826 4.095 -0.0693
C 3.914 -3.586 3.807 -0.0821
C 4.256 -2.581 2.909 -0.0729
C 3.262 -1.840 2.290 -0.1111
H 1.978 4.075 -0.478 0.0499
H 0.221 4.145 -0.187 0.0210
H 0.850 3.502 -1.721 0.0413
H 3.680 2.411 0.952 0.1094
H 5.911 1.423 0.732 0.1099
H 6.241 -0.597 -0.675 0.1100
H 4.334 -1.578 -1.875 0.1106
H 3.220 -2.312 -4.122 0.0997
H 4.178 -1.617 -6.273 0.1048
H 3.657 0.614 -7.207 0.1053
H 2.156 2.147 -5.971 0.1108
H 1.188 1.454 -3.819 0.0859
H 0.673 -2.987 -3.851 0.1188
H 0.594 -5.433 -3.581 0.1080
H 1.504 -6.489 -1.534 0.1049
H 2.507 -5.076 0.238 0.1090
H 2.614 -2.639 -0.036 0.0659
H -0.039 3.703 2.292 0.1219
H 1.485 3.958 4.268 0.1149
H 1.927 1.735 5.550 0.1143
H 0.795 -0.278 4.560 0.1354
H -0.224 -3.513 1.423 0.1004
H -2.124 -4.897 1.597 0.1075
H -4.330 -4.234 1.991 0.1068
H -5.128 -1.999 2.212 0.1157
H -3.920 -0.016 2.348 0.1324
H 0.545 -3.255 3.752 0.0866
H 2.307 -4.588 4.813 0.1080
H 4.687 -4.174 4.285 0.1036
H 5.296 -2.372 2.692 0.1049
H 3.534 -1.056 1.588 0.0843
O -3.383 4.144 -5.283 0.1236
C -3.715 4.701 -4.128 -0.5055
O -4.482 5.626 -4.059 0.0797
C -3.094 4.116 -2.897 -0.0352
C -3.242 4.621 -1.610 -0.5694
Cl -4.127 5.954 -1.065 0.8393
N -2.567 3.824 -0.756 -0.0475
N -2.012 2.797 -1.422 0.0678
C -2.310 2.963 -2.702 -0.1330
C -1.682 2.014 -3.679 -0.5339
O -1.797 2.234 -4.883 0.0798
O -1.016 1.036 -3.184 -0.1839
C -2.361 3.975 0.671 -0.2784
C -1.884 5.191 1.160 -0.1378
C -1.945 5.320 2.561 -0.1380
C -2.270 4.283 3.395 -0.0855
C -2.404 2.894 2.893 -0.2077
C -2.699 2.899 1.447 -0.0215
H -2.740 3.396 -5.155 0.0312
H -1.637 6.019 0.513 0.0877
H -1.766 6.299 2.997 0.1017
H -2.361 4.446 4.463 0.0937
H -3.116 2.303 3.468 0.1300
H -3.145 2.029 0.988 0.0773
O -1.704 0.316 1.377 -0.3246
N -1.966 -0.668 2.295 -0.2452
C -1.677 -0.182 3.709 -0.1229
C -0.827 0.949 3.767 -0.1672
N -1.034 2.123 3.274 0.1019
C -1.544 -1.252 4.622 -0.2365
N -1.459 -2.133 5.369 0.1575
C -4.389 -2.826 -1.709 -0.0786
C -4.697 -1.519 -1.353 -0.0754
C -3.681 -0.593 -1.150 -0.1222
C -2.362 -0.991 -1.325 -0.3144
C -2.041 -2.291 -1.683 -0.1097
C -3.065 -3.211 -1.872 -0.0738
H -5.184 -3.546 -1.860 0.1052
H -5.730 -1.215 -1.229 0.1096
H -3.929 0.424 -0.866 0.0999
H -1.014 -2.602 -1.813 0.0676
H -2.823 -4.230 -2.152 0.1068
```

HOMO-LUMO gap in eV: 5.4
Energy in eV: -121697.248
HOMO in hartree: -0.232